[1]
Here is C5H11NO2 in the gas phase at a distorted geometry from the OMol25 dataset. Energies are from ωB97M-V/def2-TZVPD.

Calculated values
- relative energy (zero: lowest compared OMol25 entry of this formula, charge and spin) (kJ/mol) = 83.1
- maximum force (eV Å⁻¹) = 1.66
- energy (hartree) = -402.346497
- molecular weight (g mol⁻¹) = 117.15
- HOMO energy (eV) = -9.64
- Kohn-Sham gap (eV) = 10.43
- SMILES string = CNC(=O)CCCO

The geometry in ORCA input format:
```
! RIJCOSX wB97M-V def2-TZVPD def2/J DEFGRID3
* xyz 0 1
H -1.0761 1.8721 0.3028
O -2.6682 0.5298 1.6888
C 0.7280 -1.0347 0.3554
H -2.9613 0.4371 -0.3135
H -2.0847 0.1259 2.3298
H 1.7911 -2.0856 -1.0370
O 0.2567 -2.0029 0.9102
H 2.0267 -0.2382 -2.5717
C -0.9161 0.8234 0.0232
H 3.1563 0.1593 -1.2544
H 1.1287 1.0589 0.6670
H 0.1611 0.4384 1.8952
N 1.6032 -1.1519 -0.6838
C 0.3147 0.3417 0.8254
H -0.6882 0.8590 -1.0390
C -2.2083 0.1179 0.4102
H -2.1294 -0.9682 0.3694
C 2.1249 -0.0554 -1.4995
H 1.4408 0.7736 -1.3784
*
```

[2]
Here is a molecular structure, F8N4NaO16S8 at a distorted geometry from the OMol25 dataset. Energies are from ωB97M-V/def2-TZVPD.

Calculated values
- relative energy (zero: lowest compared OMol25 entry of this formula, charge and spin) (kJ/mol) = 491.7
- maximum force (eV Å⁻¹) = 12.86
- energy (hartree) = -5569.571209
- molecular weight (g mol⁻¹) = 743.52
- HOMO energy (eV) = -2.78
- Kohn-Sham gap (eV) = 8.43

The geometry in ORCA input format:
```
! RIJCOSX wB97M-V def2-TZVPD def2/J DEFGRID3
* xyz -3 1
O -2.3964 2.9959 4.1881
O -0.4187 3.8625 -4.2811
O -1.9868 2.1317 -2.7184
F -3.0251 2.2125 2.0906
O -2.2307 -4.1809 0.5985
O 1.7952 -2.4524 -1.3945
S 2.7740 -1.5922 -0.7759
O -1.2213 -2.0704 -2.9146
Na -0.6458 -0.1860 1.0023
F -2.5962 3.0106 -0.6208
S 4.8819 -2.6032 -1.0965
F 5.7711 -3.7089 -0.3997
O -0.0444 -4.2952 -0.4358
N -1.1300 -1.8445 -0.4310
S -1.0693 -3.4971 0.0978
N -1.1922 0.7957 3.0399
S -1.2983 2.7669 -1.6069
O -0.9086 3.2897 2.1181
O 3.2525 -0.3930 -1.5155
S -1.3921 0.5555 4.4844
O -0.5040 1.9801 -0.6589
F -2.4111 -0.5330 -1.6457
F 0.7450 5.5222 -2.8370
O 4.3593 -3.4537 -2.2232
F -0.3786 -3.0688 1.5203
S 0.1998 3.9698 -2.9787
O 5.9092 -1.6029 -1.3196
F -0.9819 -1.0180 4.3316
O -3.2455 -2.6881 -1.4842
S -1.7342 2.4149 2.9970
S -1.9243 -2.0511 -1.6711
O -0.4909 1.1968 5.4152
F 1.9496 -0.9687 0.4674
N -0.8477 4.1276 -1.6780
O 1.3999 3.1426 -2.7778
O -2.7960 0.4858 4.9648
N 3.8323 -2.2525 0.1486
*
```

[3]
Here is 3 unconnected molecules or ions with the total composition C9H7I2NO3 at a distorted geometry from the OMol25 dataset. Energies are from ωB97M-V/def2-TZVPD.

Calculated values
- relative energy (zero: lowest compared OMol25 entry of this formula, charge and spin) (kJ/mol) = 292.5
- maximum force (eV Å⁻¹) = 4.01
- energy (hartree) = -1222.928178
- molecular weight (g mol⁻¹) = 430.97
- HOMO energy (eV) = -2.09
- Kohn-Sham gap (eV) = 5.71

The geometry in ORCA input format:
```
! RIJCOSX wB97M-V def2-TZVPD def2/J DEFGRID3
* xyz -2 1
O -0.2825 -2.1376 -0.1167
I -2.9861 10.2718 -8.9172
C 2.2890 0.1128 -0.2340
O -1.0472 -3.0845 -2.1030
C -0.0131 0.5172 -0.6736
N -1.2683 0.3067 -1.3939
I -5.6302 -0.9485 -1.9277
H 1.1884 -0.8284 -1.7802
H -1.0546 1.5244 0.7755
O -1.7932 1.3807 -1.9512
C 2.1455 0.8790 0.9810
H -3.4387 0.1370 -3.1243
C -1.7171 -0.8741 -1.4760
C 1.1976 -0.0459 -1.0185
C -0.8943 -2.3116 -1.1727
C 0.9390 1.4386 1.3006
H -3.5719 -1.5916 -3.6451
C -3.6226 -0.9103 -2.7840
H 3.2026 -0.3712 -0.6092
H 3.0470 1.1216 1.4791
C -0.0652 1.2654 0.4570
H 0.6394 1.9680 2.1828
*
```

[4]
Here is 10 unconnected molecules or ions with the total composition C56H52O36 at a distorted geometry from the OMol25 dataset. Energies are from ωB97M-V/def2-TZVPD.

Calculated values
- maximum force (eV Å⁻¹) = 4.37
- energy (hartree) = -4873.088261
- molecular weight (g mol⁻¹) = 1301.00
- HOMO energy (alpha / beta) (eV) = -10.95 / -10.95
- Kohn-Sham gap (alpha / beta) (eV) = 4.70 / 2.23
- ⟨S²⟩ = 0.77

The geometry in ORCA input format:
```
! RIJCOSX wB97M-V def2-TZVPD def2/J DEFGRID3
* xyz 1 2
O -0.0904 -0.7605 37.6767
O -2.6031 2.4228 35.3020
C 7.5269 4.4165 37.1204
O 7.7652 7.6089 28.0235
H 0.8481 -2.5892 33.7140
H 7.7951 4.7564 31.4205
C 4.4179 5.0006 35.4147
O 9.4044 6.3667 40.3064
C 3.8325 10.5236 39.1977
C 7.7119 5.1137 39.5018
H 0.6650 9.4396 37.2210
H -3.8926 8.1403 38.5823
H 1.8321 8.0197 41.2814
H 6.0160 10.7745 34.8534
C 4.6798 2.7913 29.7313
H 5.9693 9.2089 32.7400
C 5.2185 8.5309 38.4598
C 5.9898 10.0598 32.0591
H -1.5472 0.1100 35.7251
H 5.2729 4.0504 37.8808
C -2.8315 9.7103 37.3912
C 1.4270 10.9402 32.7936
C -0.3748 0.4683 37.5618
C 2.5692 8.6530 33.0283
H -0.4101 3.5474 39.0860
H 10.6354 7.1574 38.4104
O 1.4263 12.2707 34.8020
C 4.9862 10.0200 38.6014
H 6.1176 11.2553 28.4253
O 8.8098 2.7051 30.0836
C 0.9595 1.9312 33.8722
H 2.5157 1.3386 35.1347
H 1.3361 4.4092 38.0871
C 8.9229 5.7849 39.3321
O 0.1026 -2.1411 33.3078
O 6.9041 3.8878 36.1345
C 3.1731 8.2290 39.9039
H 7.3391 11.4186 33.8039
O 1.0123 1.4962 39.2850
O -1.2118 11.2100 36.2498
H 3.0807 10.5951 35.8592
C -0.3835 9.2108 37.3422
C 7.8513 6.1325 29.9071
O 3.8237 8.2925 35.1015
O 5.8442 2.0071 27.7751
C 8.8184 5.0766 36.9311
C -2.9518 8.3853 38.1119
H 4.5649 9.0845 30.8002
C 2.7894 10.3573 34.8468
H 6.9684 7.7402 30.0003
O 5.5413 4.5093 26.5987
C 6.7998 10.7741 29.1260
O 3.6392 6.3005 30.5278
O 0.5787 7.3261 38.3566
C 1.7647 9.6698 32.3022
C 8.0710 4.9240 30.3899
O 2.5272 7.4922 32.5828
H 2.4529 3.7207 39.1556
O 7.1811 7.0589 30.6424
H 5.1981 5.3506 36.0907
C 8.0489 6.5110 28.5229
C 4.0508 5.2134 29.8508
H 6.5647 10.4259 37.5046
O 5.5320 11.2046 32.7773
C 5.5759 5.9692 33.6758
O 6.0559 8.0410 37.6827
O -2.3191 4.2285 37.4087
H 2.3806 4.9506 35.6633
H 3.9928 7.4789 34.6208
H -1.2933 5.9937 39.1489
H 0.6388 3.7372 33.4975
O 6.2400 9.6316 29.7484
C -1.8303 2.1092 36.3628
C 8.5639 5.4275 27.7091
H 1.3630 9.4226 31.3306
H -2.8622 3.3336 35.4602
C 2.8246 9.6756 39.9217
O 4.3725 5.9510 34.4369
C 1.4937 -0.4608 34.3824
H 7.3154 5.1826 40.5040
C -0.4728 7.9481 38.0846
H 7.0213 10.3246 31.8266
H 4.6180 10.8286 30.5838
C 2.3897 4.4642 38.3609
H 4.3426 6.6544 39.3457
H 1.4177 0.6317 39.1847
H 4.4917 6.3828 28.2428
C -0.7037 2.7845 38.3801
C 4.4661 5.3524 28.5654
H 0.3357 12.4708 32.6764
C -1.3705 10.0158 37.0000
H 6.4584 5.6440 34.2267
O 3.4417 3.6387 31.5918
H 4.5786 3.9575 35.1425
O 0.5965 11.7772 32.0661
O 5.7664 10.8325 37.8496
O -3.7756 10.4856 37.3618
C 8.8217 4.2323 28.2349
H 4.7688 1.8081 30.1691
O -2.0240 6.6007 39.2874
H -2.0635 11.6393 36.1405
C 4.0110 3.8877 30.4913
H 3.0066 6.2778 36.5855
H 9.3723 2.3967 27.9634
C 4.1988 7.7169 39.2167
C 1.7256 0.9774 34.4931
C -1.2664 0.8492 36.4607
O 1.8263 10.2013 40.4986
C 3.2180 5.2489 36.2942
O 5.7857 3.9720 38.6886
O 10.5462 6.4439 37.7744
H 7.5630 10.2550 28.5462
H 6.1728 2.3513 26.9414
O 2.3096 7.5001 40.6305
C 1.8704 11.3556 34.1632
H 8.9332 5.6279 26.7142
C 7.0230 4.5292 38.4869
C -1.8907 7.6252 38.4674
C -0.4485 0.1312 32.8758
C 3.0947 9.1447 34.3332
H 5.4855 5.2664 32.8475
C 9.4365 5.7031 37.9487
C 5.1965 2.9775 28.4773
H 7.3081 11.4980 29.7630
H 3.5553 11.5564 39.0464
H 9.2646 5.0931 35.9477
C 5.2312 9.9467 30.7691
C 6.2726 11.4390 34.0283
C -1.6752 3.1385 37.4183
O 9.3485 3.2306 27.4883
H 3.3556 6.0590 31.4126
C 8.6618 3.8164 29.6526
O 2.1442 -1.2623 34.9529
C 5.0958 4.3027 27.7515
O 3.4205 4.3407 37.3520
H 5.6726 6.9135 33.1399
H -1.0971 -0.2668 32.1095
O -0.8929 2.4311 32.4244
C -0.0620 1.6149 38.4376
H 6.1117 12.4734 34.3319
H 2.4805 5.3659 38.9665
O 1.2957 3.2519 34.0021
C 0.2703 -0.8328 33.5552
C -0.2018 1.6229 32.9597
*
```

[5]
Here is a molecular structure, C5H10O at a distorted geometry from the OMol25 dataset. Energies are from ωB97M-V/def2-TZVPD.

Calculated values
- relative energy (zero: lowest compared OMol25 entry of this formula, charge and spin) (kJ/mol) = 253.6
- maximum force (eV Å⁻¹) = 3.61
- energy (hartree) = -271.656012
- molecular weight (g mol⁻¹) = 86.13
- HOMO energy (eV) = -8.52
- Kohn-Sham gap (eV) = 9.52

The geometry in ORCA input format:
```
! RIJCOSX wB97M-V def2-TZVPD def2/J DEFGRID3
* xyz 0 1
O -1.5534 0.8720 -0.7928
H -0.2047 -1.9925 0.4324
H 0.9034 0.9985 -1.8021
H 1.2171 -0.7437 -1.7420
C -0.4620 -0.0070 -0.5434
C -0.6319 -1.0383 0.6961
H -1.6706 -1.0165 0.9775
H 1.0766 -0.9414 2.2422
C 0.5079 0.5657 0.6355
C 0.2213 -0.3719 1.8186
C 0.4215 -0.0031 -1.8118
H 1.5264 0.4382 0.2896
H -1.1344 1.7138 -1.0565
H -0.0356 -0.0864 -2.8108
H -0.3096 0.0497 2.6945
H 0.1281 1.5630 0.7728
*
```

[6]
Here is a molecular structure, C3H6ErO3 at a distorted geometry from the OMol25 dataset. Energies are from ωB97M-V/def2-TZVPD.

Calculated values
- relative energy (zero: lowest compared OMol25 entry of this formula, charge and spin) (kJ/mol) = 0.0
- maximum force (eV Å⁻¹) = 6.69
- energy (hartree) = -1357.272834
- molecular weight (g mol⁻¹) = 257.34
- HOMO energy (alpha / beta) (eV) = -21.80 / -21.79
- Kohn-Sham gap (alpha / beta) (eV) = 4.52 / 2.51
- ⟨S²⟩ = 3.75

The geometry in ORCA input format:
```
! RIJCOSX wB97M-V def2-TZVPD def2/J DEFGRID3
* xyz 3 4
C 1.4613 -0.1759 0.4177
O 0.2123 -0.4778 0.1731
C -2.1368 0.0221 0.0263
H -0.5624 1.3790 0.6832
H -2.8546 0.8114 -0.2327
H -2.2698 -0.8055 -0.6816
H -0.5334 1.0027 -1.0695
C -0.7586 0.6111 -0.0721
O 2.0187 0.9045 0.1995
H 1.2259 -1.7826 -0.4156
Er 4.4160 0.0609 -0.0471
O 2.1340 -1.2288 -0.0269
H -2.3527 -0.3209 1.0456
*
```

[7]
Here is a molecular structure, C11H17CuN3O4 at a distorted geometry from the OMol25 dataset. Energies are from ωB97M-V/def2-TZVPD.

Calculated values
- relative energy (zero: lowest compared OMol25 entry of this formula, charge and spin) (kJ/mol) = 5.9
- maximum force (eV Å⁻¹) = 7.08
- energy (hartree) = -2534.312549
- molecular weight (g mol⁻¹) = 318.82
- HOMO energy (alpha / beta) (eV) = -14.66 / -14.66
- Kohn-Sham gap (alpha / beta) (eV) = 7.50 / 3.27
- ⟨S²⟩ = 0.79

The geometry in ORCA input format:
```
! RIJCOSX wB97M-V def2-TZVPD def2/J DEFGRID3
* xyz 2 2
C -0.0717 3.1829 -1.4313
H 0.8391 -0.5592 -5.1988
H 2.8703 0.2274 1.1442
C 0.0535 -0.9219 1.1633
Cu 0.4020 1.5690 -0.6668
O 3.2077 2.0587 -1.6686
O -0.4503 2.4937 2.0614
H -1.0463 -0.5571 -5.1801
H -2.0642 -2.3466 0.1755
H -0.1889 -2.6666 3.2618
C 2.4669 -0.7881 1.0682
H 0.8338 1.8753 -5.7788
H 1.3345 -1.4646 3.9088
H -3.0151 -2.0521 1.6694
O -3.5563 1.7061 -1.0987
C -2.4373 1.4767 -1.0581
C -1.0627 -2.0278 3.0932
H -2.5930 -0.6681 0.5822
C 0.0377 2.3093 1.0341
N 1.2422 -0.9211 1.8444
C 1.3781 -0.5780 3.2599
N 0.0029 -0.4888 -0.1063
C -0.1041 0.0051 -5.3159
C 2.1336 1.8974 -1.2772
H -0.8633 -0.7823 -0.5653
N -1.0409 -1.4541 1.7639
H 2.3645 -0.1163 3.4078
H 0.6177 0.1564 3.5656
H -1.1346 -1.2480 3.8629
C -2.2571 -1.6319 0.9968
H 2.2354 -1.0096 0.0280
H -1.9619 -2.6473 3.1507
C -0.1069 1.3139 -5.6303
H 3.2103 -1.4970 1.4517
H -1.0512 1.8733 -5.7638
O -0.2243 4.2811 -1.7538
*
```

[8]
Here is 2 unconnected molecules or ions with the total composition C5H12N2O at a distorted geometry from the OMol25 dataset. Energies are from ωB97M-V/def2-TZVPD.

Calculated values
- relative energy (zero: lowest compared OMol25 entry of this formula, charge and spin) (kJ/mol) = 525.0
- maximum force (eV Å⁻¹) = 4.08
- energy (hartree) = -382.302575
- molecular weight (g mol⁻¹) = 116.16
- HOMO energy (eV) = -7.56
- Kohn-Sham gap (eV) = 8.29

The geometry in ORCA input format:
```
! RIJCOSX wB97M-V def2-TZVPD def2/J DEFGRID3
* xyz 0 1
C 2.0286 -0.6707 -0.8162
N -1.6486 0.7401 0.1313
H -1.8572 -1.7696 1.4754
H -1.6754 1.8606 -1.6388
H 2.3917 1.3950 1.3025
H 2.0450 -1.6716 -0.5193
C -0.9055 -0.4499 -0.1051
H 1.4943 -0.6437 -1.8239
O -1.1755 -1.0518 -1.3018
N -1.3599 1.9054 -0.6616
C 1.4128 1.1360 0.9714
H -2.0118 -0.5944 -1.7140
C 1.2552 0.1767 0.0896
H -1.7969 1.1108 1.0935
C -0.8219 -1.4342 1.0717
H 3.0061 -0.3305 -1.0436
H 0.6136 1.5665 1.5382
H -0.3611 1.9411 -0.8623
H -0.2360 -2.2649 0.8735
H -0.3975 -0.9508 1.9396
*
```